Record 1
Computed, not measured: C8H9N3O2 in the gas phase in a non-equilibrium geometry, with wB97M-V/def2-TZVPD.

Geometry as ORCA input:
```
! RIJCOSX wB97M-V def2-TZVPD def2/J DEFGRID3
* xyz 0 1
C -0.017 -0.730 -1.141
C -1.068 -0.443 2.036
C -2.512 -0.176 -1.248
C -1.356 -0.456 -0.524
C -1.721 -0.274 0.848
C 0.768 0.546 -1.130
C 1.892 0.340 -0.392
C 2.986 1.255 0.019
N -3.525 0.141 -0.456
N -3.051 0.082 0.783
N 1.932 -0.952 0.012
O 0.794 -1.640 -0.416
O 2.778 -1.554 0.663
H -0.169 -1.134 -2.155
H -1.589 -0.282 2.961
H -2.645 -0.209 -2.311
H 0.411 1.458 -1.560
H -0.038 -0.736 2.083
H 3.537 1.604 -0.851
H 3.660 0.721 0.684
H 2.573 2.122 0.532
H -3.641 0.315 1.564
*
```

The frontier orbital gap (alpha / beta) comes out at 7.58 / 6.70 eV. The LUMO energy (alpha / beta) is 0.006 / -0.697 eV. The value obtained for the energy relative to the best compared isomer or geometry (same formula, charge and spin) is 121.0 kcal/mol. The highest occupied orbital energy (alpha / beta) is -7.574 / -7.393 eV.

The net atomic charges from natural (NBO), expressed in e, are:
1 C 0.041
2 C -0.367
3 C -0.065
4 C -0.114
5 C 0.077
6 C -0.238
7 C 0.110
8 C -0.654
9 N -0.220
10 N -0.330
11 N 0.332
12 O -0.340
13 O -0.402
14 H 0.203
15 H 0.192
16 H 0.211
17 H 0.230
18 H 0.212
19 H 0.234
20 H 0.252
21 H 0.233
22 H 0.406

Record 2
Computed, not measured: a molecular structure, C6H34N12O11 in a non-equilibrium geometry, with wB97M-V/def2-TZVPD.

Geometry as ORCA input:
```
! RIJCOSX wB97M-V def2-TZVPD def2/J DEFGRID3
* xyz 0 1
O -8.363 18.079 -27.624
H -7.989 17.722 -28.457
H -9.263 18.344 -27.841
O -9.041 13.749 -25.783
H -8.373 13.270 -25.273
H -9.874 13.306 -25.574
O -7.828 10.346 -27.559
H -7.602 9.440 -27.317
H -7.342 10.508 -28.384
O -10.176 14.786 -31.082
H -9.488 14.104 -31.128
H -10.912 14.422 -31.585
O -9.009 13.040 -33.699
H -8.875 13.412 -32.819
H -9.522 13.706 -34.167
C -8.802 14.188 -29.405
O -8.659 14.052 -30.624
N -8.349 13.263 -28.530
N -9.146 15.358 -28.784
H -7.856 12.467 -28.905
H -8.447 13.318 -27.524
H -9.382 16.128 -29.385
H -9.257 15.397 -27.789
C -9.657 17.031 -23.796
O -9.328 18.022 -23.157
N -10.563 16.114 -23.344
N -9.240 16.773 -25.068
H -10.874 15.339 -23.889
H -10.843 16.274 -22.391
H -9.136 15.830 -25.386
H -8.761 17.536 -25.521
C -11.294 10.450 -27.563
O -12.454 10.162 -27.258
N -10.400 10.911 -26.657
N -10.794 10.262 -28.814
H -9.435 10.996 -26.988
H -10.572 10.990 -25.675
H -11.340 9.768 -29.495
H -9.797 10.188 -28.927
C -6.769 16.953 -30.904
O -6.891 17.356 -29.749
N -7.812 16.430 -31.620
N -5.658 17.210 -31.654
H -7.659 15.865 -32.434
H -8.770 16.521 -31.331
H -5.537 16.633 -32.464
H -4.972 17.630 -31.043
C -5.139 15.725 -29.330
O -4.531 16.635 -29.878
N -4.643 14.453 -29.185
N -6.283 15.934 -28.622
H -3.747 14.149 -29.508
H -5.206 13.846 -28.618
H -6.912 15.247 -28.262
H -6.643 16.869 -28.759
C -6.891 10.968 -31.185
O -7.768 10.699 -30.353
N -6.079 10.005 -31.701
N -6.593 12.214 -31.599
H -6.298 9.069 -31.407
H -5.548 10.181 -32.532
H -5.849 12.429 -32.236
H -7.240 12.974 -31.411
*
```

The frontier orbital gap comes out at 7.83 eV. The LUMO energy is -0.309 eV. The value obtained for the energy relative to the best compared isomer or geometry (same formula, charge and spin) is 234.2 kcal/mol. The highest occupied orbital energy is -8.138 eV.

The net atomic charges from natural (NBO), expressed in e, are:
1 O -0.969
2 H 0.485
3 H 0.467
4 O -0.961
5 H 0.494
6 H 0.497
7 O -0.976
8 H 0.488
9 H 0.503
10 O -1.057
11 H 0.447
12 H 0.437
13 O -0.938
14 H 0.465
15 H 0.473
16 C 0.854
17 O -0.698
18 N -0.841
19 N -0.818
20 H 0.413
21 H 0.423
22 H 0.418
23 H 0.416
24 C 0.769
25 O -0.656
26 N -0.856
27 N -0.882
28 H 0.385
29 H 0.405
30 H 0.394
31 H 0.430
32 C 0.767
33 O -0.674
34 N -0.882
35 N -0.845
36 H 0.413
37 H 0.393
38 H 0.404
39 H 0.402
40 C 0.810
41 O -0.709
42 N -0.832
43 N -0.815
44 H 0.386
45 H 0.420
46 H 0.384
47 H 0.457
48 C 0.762
49 O -0.715
50 N -0.850
51 N -0.859
52 H 0.399
53 H 0.382
54 H 0.374
55 H 0.422
56 C 0.789
57 O -0.744
58 N -0.834
59 N -0.838
60 H 0.408
61 H 0.395
62 H 0.392
63 H 0.427

Record 3
Computed, not measured: a molecular structure, C36H34ClFeN8PSSe, with wB97M-V/def2-TZVPD.

Geometry as ORCA input:
```
! RIJCOSX wB97M-V def2-TZVPD def2/J DEFGRID3
* xyz 3 6
Fe 0.196 -1.137 -0.227
N -3.477 -3.312 -0.673
C -3.240 -3.467 -2.035
C -4.011 -4.010 -3.058
C -3.441 -4.017 -4.314
C -2.148 -3.513 -4.545
C -1.392 -2.976 -3.524
C -1.962 -2.950 -2.249
N -1.452 -2.495 -1.035
C -2.383 -2.736 -0.139
C -2.150 -2.388 1.256
C -2.892 -2.665 2.356
S -2.114 -2.060 3.748
C -0.846 -1.482 2.794
N -0.974 -1.706 1.510
H -4.307 -3.600 -0.180
H -5.000 -4.412 -2.884
H -3.997 -4.432 -5.143
H -1.740 -3.561 -5.545
H -0.386 -2.616 -3.710
H -3.829 -3.195 2.426
H -0.002 -0.967 3.228
Cl 2.363 -1.299 1.882
C 2.514 0.048 2.994
C 3.358 -0.115 4.075
C 3.515 0.944 4.959
C 2.837 2.138 4.750
C 1.987 2.275 3.665
C 1.805 1.221 2.761
P 0.742 1.456 1.317
C 1.722 2.242 0.032
C 3.109 2.347 0.164
C 3.867 2.856 -0.883
C 3.250 3.255 -2.061
C 1.869 3.148 -2.201
C 1.106 2.634 -1.166
C -0.526 2.586 1.911
C -1.209 2.215 3.078
C -2.121 3.077 3.653
C -2.385 4.309 3.056
C -1.729 4.673 1.891
C -0.792 3.819 1.317
H 3.886 -1.047 4.221
H 4.176 0.833 5.808
H 2.971 2.966 5.432
H 1.466 3.211 3.513
H 3.595 2.054 1.086
H 4.939 2.956 -0.771
H 3.844 3.662 -2.869
H 1.392 3.476 -3.115
H 0.032 2.549 -1.285
H -1.006 1.261 3.549
H -2.623 2.802 4.572
H -3.095 4.988 3.511
H -1.922 5.636 1.437
H -0.256 4.143 0.437
N 1.109 -3.199 -0.281
C 2.545 -3.531 -0.486
C 3.100 -2.761 -1.671
C 3.202 -1.261 -1.457
N 1.870 -0.562 -1.452
H 0.744 -3.707 0.522
H 0.598 -3.587 -1.071
H 2.656 -4.603 -0.651
H 3.102 -3.290 0.419
H 2.507 -2.979 -2.568
H 4.103 -3.131 -1.887
H 3.807 -0.813 -2.245
H 3.688 -1.039 -0.509
H 1.562 -0.529 -2.423
H 2.059 0.418 -1.233
Se -3.797 1.787 0.993
N -3.953 2.388 -0.642
C -3.012 1.793 -1.359
C -2.831 1.969 -2.754
C -1.870 1.221 -3.356
C -1.073 0.347 -2.579
N -1.152 0.187 -1.282
C -2.169 0.873 -0.641
N -2.432 0.713 0.640
H -3.459 2.662 -3.299
H -1.697 1.274 -4.421
H -0.339 -0.265 -3.084
*
```

The frontier orbital gap (alpha / beta) comes out at 7.14 / 5.25 eV. The LUMO energy (alpha / beta) is -8.859 / -10.750 eV. The highest occupied orbital energy (alpha / beta) is -16.002 / -15.996 eV.

The net atomic charges from Mulliken, expressed in e, are:
1 Fe 1.597
2 N -0.044
3 C 0.553
4 C -1.215
5 C -0.599
6 C -0.938
7 C -0.427
8 C 0.701
9 N 0.189
10 C -0.270
11 C -0.364
12 C -0.366
13 S -0.063
14 C -0.655
15 N 1.376
16 H 0.252
17 H 0.480
18 H 0.438
19 H 0.468
20 H 0.299
21 H 0.478
22 H 0.272
23 Cl -0.038
24 C 0.605
25 C -0.641
26 C -0.673
27 C -0.845
28 C -0.860
29 C -0.352
30 P 2.763
31 C -0.514
32 C -0.520
33 C -0.966
34 C -0.811
35 C -0.848
36 C 0.097
37 C 0.432
38 C -0.416
39 C -0.784
40 C -0.670
41 C -0.770
42 C -0.349
43 H 0.563
44 H 0.453
45 H 0.491
46 H 0.572
47 H 0.500
48 H 0.505
49 H 0.460
50 H 0.504
51 H 0.444
52 H 0.228
53 H 0.474
54 H 0.449
55 H 0.477
56 H 0.490
57 N -0.527
58 C -0.817
59 C -0.812
60 C -0.563
61 N -0.246
62 H 0.267
63 H 0.310
64 H 0.489
65 H 0.399
66 H 0.264
67 H 0.440
68 H 0.508
69 H 0.370
70 H 0.362
71 H -0.311
72 Se 0.315
73 N -0.756
74 C 0.565
75 C -0.794
76 C -1.186
77 C -0.370
78 N 1.583
79 C -0.088
80 N -0.032
81 H 0.535
82 H 0.570
83 H -0.085

Record 4
Computed, not measured: 2 unconnected molecules or ions with the total composition C4H15N2O in a non-equilibrium geometry, with wB97M-V/def2-TZVPD.

Geometry as ORCA input:
```
! RIJCOSX wB97M-V def2-TZVPD def2/J DEFGRID3
* xyz 1 1
N 0.566 -1.069 -1.419
C 0.748 -0.374 -0.072
C 1.980 -0.912 0.601
C -0.551 -0.512 0.725
N -0.719 0.644 1.582
C -2.086 1.163 1.687
H -0.024 -0.482 -2.033
H 1.441 -1.245 -1.904
H 0.050 -1.935 -1.279
H 0.848 0.679 -0.307
H 1.767 -1.452 1.521
H 2.652 -0.145 0.977
H 2.651 -1.577 0.048
H -1.377 -0.535 0.008
H -0.522 -1.437 1.293
H -0.296 0.528 2.495
H -2.114 1.880 2.501
H -2.423 1.551 0.722
H -2.824 0.399 2.015
H -0.042 1.360 -3.791
H 0.317 2.162 -2.548
O -0.044 1.308 -2.823
*
```

The frontier orbital gap comes out at 9.24 eV. The LUMO energy is -3.141 eV. The value obtained for the energy relative to the best compared isomer or geometry (same formula, charge and spin) is 26.3 kcal/mol. The highest occupied orbital energy is -12.378 eV.

The net atomic charges from natural (NBO), expressed in e, are:
1 N -0.683
2 C -0.049
3 C -0.673
4 C -0.234
5 N -0.638
6 C -0.413
7 H 0.472
8 H 0.439
9 H 0.428
10 H 0.236
11 H 0.238
12 H 0.257
13 H 0.233
14 H 0.198
15 H 0.198
16 H 0.376
17 H 0.223
18 H 0.197
19 H 0.176
20 H 0.498
21 H 0.500
22 O -0.981

no.,DFT total energy (eV)
1,-17001.71641
2,-47174.51477
3,-182162.79146
4,-9412.52208